Entry 1:
ORCA calculation (the ωB97M-V functional and the def2-TZVPD basis) on a molecular structure, C36H45BBr2IrN10O2S3 at a distorted geometry.

Each line ends with the Mulliken charge.
Atoms and positions in Å:
Ir -1.0072 -0.1604 -1.2183  0.229
C 4.3556 2.5703 -3.9029  -2.259
C 3.2198 1.5986 -3.5878  1.395
C 3.3634 0.3646 -4.4752  -1.542
C 1.8902 2.3073 -3.8004  -1.519
N 3.3362 1.1665 -2.1465  0.649
C 4.4023 1.4868 -1.3461  -0.209
C 4.2279 0.8615 -0.1586  -1.351
N 3.0664 0.1576 -0.2239  0.000
B 2.6410 -0.6918 0.9844  0.499
N 1.7617 -1.9795 0.6682  0.673
C 2.3687 -3.2034 0.5571  -1.572
C 1.4267 -4.1638 0.7252  -0.582
N 0.2215 -3.5275 0.9257  1.148
C 0.4529 -2.1970 0.8135  -0.348
S -0.7344 -0.9018 0.8507  -0.307
C -0.9954 -4.1912 1.5284  1.309
C -2.2528 -3.9350 0.7080  -1.318
C -1.1453 -3.6401 2.9491  -1.534
C -0.7508 -5.6951 1.5872  -2.248
N 2.0026 0.1456 2.1049  0.632
C 1.9403 -0.4337 3.3739  -1.512
C 1.4537 0.4773 4.2142  -0.340
N 1.2317 1.6516 3.4959  0.616
C 1.5543 1.4424 2.1813  0.143
S 1.4598 2.5292 0.8774  -0.286
C 0.7820 2.8690 4.2660  1.272
C 0.6684 4.1281 3.4199  -2.029
C -0.5809 2.5347 4.8771  -1.451
C 1.8284 3.1225 5.3535  -1.667
C 2.5186 0.3578 -1.4285  0.159
S 1.1368 -0.5190 -2.0182  -0.397
H 4.2425 2.8827 -4.9395  0.459
H 5.3380 2.1074 -3.8116  0.542
H 4.3125 3.4651 -3.2807  0.484
H 3.2789 0.6693 -5.5185  0.477
H 2.5838 -0.3707 -4.2780  0.262
H 4.3392 -0.1021 -4.3357  0.406
H 1.9464 2.8908 -4.7195  0.547
H 1.6865 2.9867 -2.9713  0.325
H 1.0617 1.6123 -3.8869  0.270
H 5.2019 2.1212 -1.6707  0.619
H 4.8377 0.8663 0.7274  0.655
H 3.6345 -1.1625 1.4704  -0.192
H 3.4344 -3.2934 0.4415  0.761
H 1.5333 -5.2309 0.7626  0.697
H -2.4413 -2.8726 0.5660  0.221
H -3.0989 -4.3493 1.2568  0.666
H -2.2003 -4.4406 -0.2567  0.266
H -1.4258 -2.5855 2.9487  0.290
H -0.2166 -3.7590 3.5081  0.356
H -1.9267 -4.1941 3.4686  0.533
H -0.5668 -6.1190 0.5982  0.446
H -1.6508 -6.1645 1.9816  0.437
H 0.0706 -5.9548 2.2544  0.518
H 2.2612 -1.4435 3.5640  0.708
H 1.2640 0.3991 5.2676  0.602
H -0.1270 4.0621 2.6836  0.297
H 1.5958 4.3689 2.9090  0.455
H 0.4355 4.9420 4.1099  0.586
H -1.2469 2.1219 4.1217  0.193
H -1.0282 3.4455 5.2783  0.472
H -0.4952 1.8255 5.7017  0.372
H 2.8000 3.3414 4.9096  0.382
H 1.9371 2.2842 6.0394  0.414
H 1.5214 3.9866 5.9439  0.456
Br -7.5392 -1.1118 -0.6119  -0.068
C -5.7769 -0.7257 -1.0769  -0.416
C -5.3304 0.5870 -1.1246  -0.917
C -3.9984 0.8181 -1.3965  0.046
N -3.1266 -0.1664 -1.6409  0.237
C -3.5909 -1.4326 -1.7024  0.775
C -4.8960 -1.7539 -1.3948  -0.754
C -2.6162 -2.4541 -2.1526  0.521
C -3.0267 -3.6104 -2.7840  -0.638
C -2.0801 -4.5694 -3.1240  -0.501
Br -2.5929 -6.1347 -3.9937  -0.046
C -0.7559 -4.3432 -2.7795  -1.178
C -0.4220 -3.1460 -2.1786  0.026
N -1.3150 -2.1895 -1.9041  0.153
H -5.9970 1.4147 -0.9318  0.522
H -3.6213 1.8287 -1.4280  0.309
H -5.2280 -2.7818 -1.3936  0.534
H -4.0709 -3.7611 -3.0165  0.625
H 0.0186 -5.0658 -2.9938  0.574
H 0.6075 -2.9393 -1.9212  0.470
C -1.4480 4.4990 -2.7377  -0.788
N -1.5682 3.7141 -1.5067  0.479
C -2.0007 4.2624 -0.3118  -0.419
C -2.1359 3.5288 0.8018  -1.120
C -1.7854 2.1159 0.8072  0.530
O -1.9042 1.3639 1.7574  -0.556
N -1.3370 1.6541 -0.4164  0.771
C -1.2733 2.3982 -1.5247  0.383
O -0.9511 1.7595 -2.5650  -0.720
H -1.4396 5.5524 -2.4738  0.348
H -2.2808 4.2959 -3.4093  0.309
H -0.5192 4.2442 -3.2402  0.201
H -2.2377 5.3162 -0.3507  0.480
H -2.4970 3.9640 1.7205  0.591

E_HOMO (spin up / spin down), eV: -11.4 / -11.3
Kohn-Sham gap (spin up / spin down), eV: 4.8 / 3.7
Spin multiplicity: 2
Total charge: +2

---

Entry 2:
ORCA calculation (the ωB97M-V functional and the def2-TZVPD basis) on 2 unconnected molecules or ions with the total composition C5H7BrS at a distorted geometry.

Each line ends with the natural charge from an NBO analysis.
Atoms and positions in Å:
C -0.9052 0.2226 2.1350  -0.455
C -0.8690 -0.4163 0.9693  0.067
C -2.1049 0.5555 2.7621  -0.108
C 0.2537 0.5027 -1.0444  -0.567
C 0.2718 -0.6397 0.1356  -0.474
S -4.1317 -1.3493 1.2929  -0.143
Br -2.0068 1.4940 4.2820  0.172
H 0.1486 0.4814 2.5582  0.176
H -1.8426 -0.5914 0.6598  0.226
H -0.6485 0.9543 -1.0410  0.209
H 0.3757 0.1585 -2.0044  0.216
H 0.9442 1.3029 -0.8695  0.217
H 1.1208 -0.7006 0.8102  0.223
H 0.2532 -1.7070 -0.3977  0.239

E_HOMO (spin up / spin down), eV: -8.4 / -8.4
Kohn-Sham gap (spin up / spin down), eV: 6.6 / 6.6